No. 1
# C25H44N6O5S

C25H44N6O5S as an isolated structure at a distorted geometry (ωB97M-V with the def2-TZVPD basis set, the OMol25 dataset).

Cartesian coordinates (Å):
1 C 0.502 1.638 3.465
2 C -0.225 2.697 2.788
3 C 0.476 1.306 0.563
4 H -0.484 3.553 3.411
5 N 3.173 3.031 -1.826
6 H -0.120 2.104 0.122
7 H 0.846 1.622 1.538
8 H 1.177 1.232 -3.580
9 H 0.862 2.710 -4.396
10 C 1.510 0.729 -0.399
11 H -2.464 -0.054 0.137
12 H 4.760 0.370 -1.347
13 N 0.355 -5.541 0.937
14 O -2.397 2.851 0.977
15 H -4.536 -2.810 -0.745
16 H -3.041 1.437 -1.886
17 H 2.231 0.042 0.046
18 C 3.303 -0.039 -2.948
19 H -3.889 -1.355 -1.499
20 S 0.559 -0.428 -1.573
21 H -0.357 -2.951 -0.672
22 C -1.021 -0.344 -0.609
23 C 2.365 3.289 -1.105
24 C 1.322 3.592 -0.048
25 C -3.699 -2.112 -0.738
26 H -2.560 -4.542 0.530
27 C -0.571 0.159 0.729
28 H 0.326 3.023 1.905
29 C 4.736 -0.003 -2.371
30 C 1.281 2.312 -3.472
31 H 2.341 2.546 -3.367
32 H 0.858 2.648 0.239
33 H 3.157 -2.108 -2.791
34 C 0.423 -4.474 0.459
35 H -1.663 0.411 -1.063
36 H -0.189 -1.118 4.592
37 H 2.058 1.480 -0.968
38 H -1.363 0.682 1.266
39 H -1.955 -0.924 4.994
40 H -0.809 0.434 5.241
41 O 0.364 0.102 -2.896
42 H -1.460 -1.341 -0.637
43 H -1.182 -3.522 0.834
44 C 0.691 -1.815 2.750
45 H -0.252 -2.052 2.255
46 H -4.156 0.352 0.228
47 H 0.863 -2.769 3.249
48 H -1.202 -4.698 -0.463
49 C -1.043 -0.444 4.639
50 H 0.561 4.326 -0.314
51 C 1.713 -1.306 1.781
52 H 1.606 -1.476 -3.104
53 H 1.430 -3.126 -0.778
54 H 2.470 -1.175 -1.485
55 O -1.745 -2.609 -2.022
56 C -2.759 1.993 0.156
57 H 0.288 -1.142 3.506
58 H -2.165 2.914 -1.731
59 H 5.127 -1.021 -2.373
60 H -3.046 0.390 1.687
61 O 2.938 0.800 -3.783
62 H 0.607 -2.318 0.616
63 N 2.596 -0.870 1.122
64 C -1.800 -3.936 0.037
65 C 2.529 -1.246 -2.571
66 C -2.984 2.347 -1.288
67 C 0.564 -3.124 -0.116
68 H -1.134 2.216 2.427
69 H -3.607 -1.741 0.282
70 H 5.301 0.626 -3.059
71 O 1.155 -1.748 -1.351
72 H -3.923 2.897 -1.347
73 C -3.175 0.611 0.627
74 H 1.761 3.986 0.868
75 H -0.294 -0.679 1.369
76 C 0.420 2.797 -2.433
77 N 1.140 0.819 4.071
78 N -1.500 -0.142 2.077
79 C -1.309 -0.292 3.212
80 N -0.269 3.176 -1.592
81 C -2.405 -2.854 -0.982

Results
Kohn-Sham gap = 7.4397 eV
relative energy (zero: lowest compared OMol25 entry of this formula, charge and spin) = 1044.4 kJ/mol
E = -2080.7342 Ha
net charge = 0

Mulliken population analysis, charges in e, atoms 1 to 8:
1 C 0.7581
2 C -0.0941
3 C -0.0652
4 H 0.5358
5 N -0.4864
6 H 0.8173
7 H 0.3076
8 H 0.3220

=====

No. 2
# C7H11N2S

An isolated ion of composition C7H11N2S and charge +1 at a distorted geometry (ωB97M-V with the def2-TZVPD basis set, the OMol25 dataset).

Cartesian coordinates (Å):
1 N 0.795 1.376 -1.016
2 C 1.744 2.026 -0.027
3 H -3.300 -0.576 1.381
4 H 3.806 1.021 -0.108
5 H 0.291 -1.538 -0.637
6 H -3.388 -4.596 -0.085
7 N -1.729 -1.246 0.015
8 C 2.859 1.001 0.509
9 H -0.792 -0.869 -1.972
10 C -0.147 0.581 -0.219
11 S -1.774 1.344 0.284
12 H 1.149 2.468 0.830
13 H 3.112 1.314 1.577
14 C -2.170 -2.619 0.208
15 C -0.567 -0.838 -0.859
16 C -2.433 -0.330 0.686
17 H 0.252 0.233 0.795
18 H 2.280 2.879 -0.541
19 C -2.708 -3.720 0.137
20 H 2.458 -0.059 0.488
21 H 0.263 2.147 -1.445

Results
Kohn-Sham gap = 8.2874 eV
relative energy (zero: lowest compared OMol25 entry of this formula, charge and spin) = 423.1 kJ/mol
E = -780.6188 Ha
net charge = +1

Mulliken population analysis, charges in e, atoms 1 to 8:
1 N -0.3856
2 C -0.3522
3 H 0.4038
4 H 0.3116
5 H 0.2688
6 H 0.3763
7 N 0.1305
8 C -0.8441

=====

No. 3
# C39H85O17P5

A 5-piece molecular cluster, C39H85O17P5 overall at a distorted geometry (ωB97M-V with the def2-TZVPD basis set, the OMol25 dataset).

Cartesian coordinates (Å):
1 O 8.088 3.137 -1.531
2 H -6.999 -6.039 -1.051
3 H -2.314 5.748 2.540
4 H 8.984 3.626 0.230
5 H 3.568 0.291 -8.077
6 O 6.660 3.153 -3.363
7 O -5.558 -4.354 -2.680
8 H 3.286 -1.644 -2.766
9 H -8.884 -2.982 -4.021
10 H -4.273 -6.129 4.514
11 P 2.083 0.268 -4.327
12 C -1.500 2.901 5.182
13 H -4.576 -5.812 -1.584
14 H -2.980 -0.018 -2.486
15 H 9.634 6.279 -6.002
16 H -1.999 8.240 2.699
17 H 8.244 5.192 -5.816
18 O -2.727 5.519 4.523
19 C 1.829 -3.752 0.736
20 H -3.513 -0.470 6.825
21 H 6.741 0.756 -2.020
22 H 4.778 0.075 -5.251
23 C 3.591 -5.765 1.033
24 H 6.351 1.386 -4.398
25 H -0.755 3.047 -5.868
26 O -7.484 -3.406 -1.799
27 H -7.381 -6.261 -2.755
28 H -3.635 -5.576 6.141
29 H 5.401 1.771 -1.502
30 H 0.237 -2.071 5.550
31 H -9.061 -1.227 -3.806
32 P 8.306 3.014 -3.225
33 H -0.406 -0.141 3.417
34 H -1.988 -4.103 4.995
35 C -1.962 7.591 3.577
36 C -2.701 -4.719 2.864
37 C 2.251 -3.248 -3.793
38 H -3.927 -0.671 -3.839
39 H -3.123 -1.768 -2.735
40 C 8.751 4.105 -0.725
41 O 8.601 2.826 -4.718
42 H -1.070 0.609 -5.894
43 H -1.266 -5.651 4.295
44 C -2.767 6.326 3.352
45 H -6.446 -7.500 -1.887
46 C -8.295 -2.267 -2.072
47 H -0.917 7.343 3.785
48 C -2.983 2.977 4.866
49 C 1.070 -6.276 0.261
50 H 4.909 2.291 -3.930
51 H -5.205 4.293 8.074
52 H 1.225 -2.911 -3.643
53 H -1.427 -1.285 7.473
54 O 2.863 -1.137 -4.747
55 H -9.284 -2.465 -1.647
56 H -4.906 -6.182 -3.279
57 C 0.692 -4.751 0.291
58 C 9.616 5.185 -4.136
59 C 8.912 5.875 -5.289
60 H 10.318 4.425 -4.485
61 C -3.911 6.023 8.147
62 H 0.882 2.864 -5.216
63 H -7.915 -1.370 -1.580
64 C 3.274 -4.240 1.085
65 C 5.901 1.976 -3.594
66 H -3.225 6.489 8.859
67 C -3.658 -0.819 -2.789
68 H 2.493 -3.982 -3.021
69 H 6.909 4.936 0.033
70 H 4.086 -3.496 1.384
71 C 1.549 -2.177 0.846
72 H -2.303 -5.550 2.181
73 H 2.694 -7.916 0.628
74 C -0.248 1.023 -5.306
75 H 9.702 4.416 -1.162
76 P -4.019 5.442 5.568
77 H 8.291 6.695 -4.916
78 H -2.296 -2.424 6.322
79 O -3.177 5.778 6.957
80 H -3.181 -2.502 2.764
81 H 4.228 -2.453 -4.006
82 H -4.907 4.909 9.708
83 H 3.436 -1.152 -7.096
84 C 4.062 -0.277 -7.283
85 C 5.770 1.155 -2.326
86 H -0.634 -2.281 0.211
87 H -0.981 2.269 4.457
88 H 0.535 2.316 -6.851
89 C -1.800 -1.397 6.382
90 O -4.475 6.877 5.279
91 H 5.086 0.315 -2.476
92 C -8.434 -2.091 -3.573
93 O -3.635 3.796 5.834
94 H -0.133 -0.737 1.083
95 H 4.803 1.475 -6.306
96 H -3.412 1.974 4.949
97 H -3.793 6.546 3.047
98 H -1.027 3.886 5.181
99 C -0.533 -1.243 5.380
100 P -5.817 -3.305 -1.423
101 C 7.819 5.277 -0.470
102 H 2.138 -1.801 1.764
103 H 8.304 6.029 0.156
104 C -0.964 -1.044 3.842
105 H -3.651 3.994 8.843
106 C -2.232 -5.023 4.370
107 H -0.368 -4.429 0.003
108 H -2.328 8.150 4.441
109 H -0.019 -0.262 5.717
110 H 10.202 5.921 -3.577
111 H -5.462 0.095 -2.075
112 H 2.280 -3.741 -4.770
113 C -4.449 4.732 8.732
114 C -0.010 -1.889 1.103
115 H -3.853 -4.843 2.853
116 C -4.902 -0.833 -1.926
117 O -5.750 -1.906 -2.318
118 H -2.497 -3.263 1.191
119 H 1.981 -1.584 -0.048
120 H -3.176 3.320 3.848
121 H 4.655 -6.064 1.329
122 C 0.120 2.393 -5.843
123 O 0.841 0.120 -5.415
124 C 2.483 -6.787 0.641
125 H 7.497 5.755 -1.398
126 H -7.466 -1.957 -4.062
127 O 8.650 4.642 -3.243
128 H -2.097 -0.809 3.798
129 C -3.311 -5.992 5.119
130 O 1.341 -0.407 -3.161
131 P -0.678 -2.568 2.743
132 H -2.884 -7.055 5.270
133 C -2.409 -3.231 2.345
134 C -5.322 -5.721 -2.379
135 O -4.353 -3.204 -0.976
136 H 5.033 -0.618 -7.648
137 H 0.251 -7.013 -0.046
138 C 3.224 -2.092 -3.760
139 C 4.226 0.584 -6.042
140 C -6.610 -6.426 -1.998
141 H -0.582 1.085 -4.266
142 H -4.652 -0.884 -0.864
143 H -4.721 6.733 7.954
144 H -1.345 2.487 6.182
145 O 2.948 1.025 -5.596
146 O -2.768 -0.311 6.196

Results
structure (SMILES) = CCCCP(CCCO)CCc1ccccc1.CCOP(=O)(OCC)OCC.CCOP(=O)(OCC)OCC.CCOP(=O)(OCC)OCC.CCOP(=O)(OCC)OCC
Kohn-Sham gap = 6.0088 eV
E = -4522.4793 Ha
net charge = 0

Mulliken population analysis, charges in e, atoms 1 to 8:
1 O -0.3523
2 H 0.2640
3 H 0.3558
4 H 0.3479
5 H 0.3400
6 O -0.4724
7 O -0.3691
8 H 0.1545

=====

No. 4
# C28H34F8N7O4RuS2Se

C28H34F8N7O4RuS2Se as an isolated structure at a distorted geometry (ωB97M-V with the def2-TZVPD basis set, the OMol25 dataset).

Cartesian coordinates (Å):
1 F -3.916 -5.704 3.724
2 C -1.321 3.214 -2.843
3 H -1.976 1.011 -4.418
4 F -1.223 -5.292 3.903
5 O 1.325 1.586 1.800
6 H 5.052 -3.806 0.035
7 S 1.899 0.418 2.463
8 C -3.366 -4.543 3.291
9 H -4.394 3.584 3.648
10 H 4.374 -0.006 0.884
11 N 4.050 -0.550 0.095
12 C -0.882 4.963 -4.470
13 C -3.833 0.261 4.506
14 F -0.108 -2.994 3.102
15 H -2.941 0.553 -1.378
16 H 5.109 -2.652 -1.307
17 N -2.267 3.475 2.358
18 C -2.004 -4.320 3.386
19 H -4.885 1.936 5.354
20 H -3.865 -0.277 5.456
21 F -0.259 0.636 4.015
22 C -3.993 1.761 4.740
23 H -2.605 1.783 6.399
24 N -1.688 1.851 1.055
25 C 1.052 0.415 4.108
26 O 3.293 0.556 2.863
27 C -2.894 1.520 -1.876
28 H 3.010 -2.343 -0.009
29 C -1.399 4.209 -1.864
30 C -0.348 1.412 -1.430
31 Ru -0.231 0.336 -0.047
32 H 5.997 1.240 -0.395
33 N -3.132 2.451 2.508
34 H -0.669 5.243 -5.496
35 C -1.265 0.796 -3.611
36 H -1.421 -0.231 -3.284
37 C -1.481 1.750 -2.429
38 N -1.263 -1.276 -0.866
39 H 0.595 1.818 -1.868
40 O -1.724 -0.916 2.114
41 C -2.194 -2.047 2.451
42 C -2.786 2.338 5.475
43 H 2.461 1.901 -1.097
44 C 4.149 2.248 0.129
45 C 3.955 -1.980 0.386
46 H 3.916 -2.093 1.468
47 H -5.134 2.146 2.928
48 F -5.484 -3.718 2.668
49 H -4.620 -0.140 3.863
50 F -4.402 -1.401 1.833
51 C -4.249 2.525 3.438
52 C 5.121 -2.745 -0.219
53 H 5.665 2.685 -1.353
54 H -2.873 0.034 4.032
55 H -3.622 1.529 -2.694
56 S 1.978 -0.656 -1.623
57 C 5.596 2.254 -0.352
58 F 1.566 1.395 4.885
59 Se -2.470 -3.581 -2.287
60 F 1.237 -0.742 4.752
61 C -2.767 1.468 1.690
62 O 1.580 -0.835 1.819
63 H 6.080 -2.367 0.147
64 H 4.078 1.926 1.173
65 N -1.404 3.099 1.492
66 H -2.934 3.392 5.728
67 H -0.247 0.869 -4.002
68 H -0.960 2.876 -4.931
69 H 3.747 3.260 0.106
70 H -1.290 6.293 -1.391
71 C 3.166 0.100 -0.697
72 H -1.884 2.260 4.866
73 C -1.437 -3.132 2.975
74 C -1.717 -2.185 -1.425
75 H -1.557 3.921 -0.832
76 C -4.150 -3.537 2.765
77 H 6.219 2.842 0.326
78 H -3.245 0.507 1.586
79 C -3.579 -2.355 2.350
80 C -0.976 5.937 -3.489
81 C -1.048 3.617 -4.147
82 C -1.232 5.549 -2.178
83 H -0.839 6.983 -3.737
84 H -3.178 2.295 -1.162
85 N 3.282 1.450 -0.725

Results
multiplicity = 2
Kohn-Sham gap (alpha / beta) = 5.6501 / 5.9069 eV
relative energy (zero: lowest compared OMol25 entry of this formula, charge and spin) = 142.7 kJ/mol
⟨S²⟩ = 0.78
E = -5863.2434 Ha
net charge = -2

Mulliken population analysis, charges in e, atoms 1 to 8:
1 F -0.3590
2 C -0.5997
3 H 0.5803
4 F -0.3462
5 O -0.6485
6 H 0.4327
7 S 0.8868
8 C 0.6403

=====

No. 5
# C5H7Cl3

A single C5H7Cl3 molecule at a distorted geometry (ωB97M-V with the def2-TZVPD basis set, the OMol25 dataset).

Cartesian coordinates (Å):
1 Cl -1.982 -0.809 -0.460
2 H 1.673 -0.851 0.179
3 H 0.353 -1.834 2.390
4 C 0.327 -2.206 1.411
5 H 1.064 -3.031 1.374
6 C 0.105 0.970 -1.090
7 C -0.263 -0.349 -0.305
8 H -0.701 -2.643 1.223
9 C 0.675 -1.131 0.423
10 H -0.159 2.246 0.621
11 H -0.340 3.084 -1.072
12 Cl 1.849 1.364 -0.998
13 C -0.591 2.244 -0.414
14 H -1.703 2.030 -0.424
15 Cl -0.309 0.916 -2.857

Results
structure (SMILES) = C/C=C(\Cl)C(C)(Cl)Cl
Kohn-Sham gap = 10.1398 eV
relative energy (zero: lowest compared OMol25 entry of this formula, charge and spin) = 42.0 kJ/mol
E = -1575.2576 Ha
net charge = 0

Mulliken population analysis, charges in e, atoms 1 to 8:
1 Cl -0.1781
2 H 0.4010
3 H 0.2822
4 C -1.1061
5 H 0.3080
6 C 0.4605
7 C 0.0070
8 H 0.3031

=====

No. 6
# C4H23NO7

A 7-piece molecular cluster, C4H23NO7 overall (ωB97M-V with the def2-TZVPD basis set, the OMol25 dataset).

Cartesian coordinates (Å):
1 H -2.975 0.964 2.603
2 H -0.768 -3.614 4.825
3 H 0.175 4.170 -4.602
4 H -4.117 -1.654 0.675
5 O -3.540 -2.359 0.363
6 H 0.060 0.407 -3.196
7 C 1.178 0.593 -0.711
8 O 2.348 -2.338 0.641
9 H -2.270 -0.352 2.253
10 C 0.613 3.564 -3.813
11 H -1.544 2.218 -1.691
12 H 0.491 -3.524 3.973
13 N -0.974 1.673 -1.054
14 H 1.591 1.218 -3.306
15 O -0.086 2.341 -3.780
16 H 0.823 2.638 -1.268
17 H 2.462 -0.958 1.989
18 H 0.573 -0.312 -0.643
19 H 1.363 0.963 0.299
20 H -1.366 0.738 -1.031
21 H 0.547 4.116 -2.868
22 H -2.723 -2.212 0.858
23 C 0.417 1.648 -1.497
24 H 2.196 -2.909 1.402
25 O -1.031 -1.734 1.706
26 H -0.138 -1.566 1.389
27 H 1.680 3.411 -4.036
28 H 1.826 -2.726 -0.070
29 H -0.953 -2.440 2.370
30 H 2.537 0.324 2.830
31 C 0.541 1.375 -2.991
32 O -0.464 -3.420 3.934
33 H 2.159 0.373 -1.134
34 O -3.056 0.010 2.687
35 O 2.425 -0.628 2.895

Results
structure (SMILES) = COC[C@H](C)N.O.O.O.O.O.O
Kohn-Sham gap = 9.1359 eV
relative energy (zero: lowest compared OMol25 entry of this formula, charge and spin) = 110.0 kJ/mol
E = -747.6135 Ha
net charge = 0

Mulliken population analysis, charges in e, atoms 1 to 8:
1 H 0.3457
2 H 0.2939
3 H 0.2595
4 H 0.3316
5 O -0.6686
6 H 0.3248
7 C -1.2363
8 O -0.6510